The following is a quantum chemistry calculation of an isolated molecule of C5H11NO, from OMol25.

Electronic energy: -8899.371 eV
SMILES string: CC(C)[C@@H](N)C=O
Largest force on an atom: 4.747 eV Å⁻¹
HOMO-LUMO gap: 9.79 eV

ORCA input file:
```
! wB97M-V def2-TZVPD RIJCOSX def2/J DEFGRID3
* xyz 0 1
C -0.32374 0.51621 1.84733
C 0.38454 -0.19801 0.61168
C 1.57221 0.56405 0.02236
C -0.78561 -0.46285 -0.30322
N -1.45992 0.60072 -1.06507
C -0.01793 -1.29089 -1.39819
O 0.23492 -2.52429 -1.35713
H -0.93760 1.42683 1.54123
H 0.54400 0.70149 2.45045
H -0.97639 -0.13554 2.39504
H 0.71147 -1.18618 1.06112
H 1.28475 1.32174 -0.71419
H 2.19548 1.02653 0.80610
H 2.10413 -0.16084 -0.48117
H -1.54646 -1.16619 0.15610
H -2.32113 0.47093 -1.50238
H -0.91640 1.13192 -1.75571
H 0.25369 -0.63563 -2.31434
*
```

Results of the natural (NBO) charge analysis, in e, for atoms 1 through 6: number 1, C, carries -0.609; number 2, C, carries -0.220; number 3, C, carries -0.620; number 4, C, carries -0.140; number 5, N, carries -0.864; number 6, C, carries 0.428